Entry from the Open Molecules 2025 dataset: C41H68As3ClN5O11P2SZr as an isolated structure (ωB97M-V with the def2-TZVPD basis set).

Properties
Multiplicity = 1
Net charge = +1
HOMO level = -10.217 eV
Strongest force on any atom = 0.8 eV Å⁻¹
Gap between HOMO and LUMO = 7.97 eV
Calculated total energy = -10999.7884 hartree
Lowest unoccupied orbital energy = -0.083 hartree

The geometry in XYZ format:
```
133
Properties=species:S:1:pos:R:3:forces:R:3:mulliken_charge:R:1
Zr 0.6714 0.2590 -0.3021 -0.5202 -0.5674 0.2072 -3.2955
C 2.8586 4.7743 2.2535 -0.1083 0.1281 0.0294 -1.3644
C 2.4775 3.5902 3.1110 -0.0217 -0.0689 -0.0687 1.6804
C 2.5507 3.8837 4.5885 0.0109 0.0472 -0.0706 -1.5623
O 3.4047 2.4676 2.8479 0.0587 -0.1792 0.0903 -0.2058
P 3.2989 1.6595 1.5067 -0.1548 0.0307 0.2055 -0.2072
O 1.8921 1.6385 0.9991 0.0933 0.1062 -0.2458 0.6025
C 3.8208 -0.0246 1.9328 -0.0595 0.1200 0.1726 -1.0951
P 2.4042 -1.0772 2.3103 -0.1468 0.0251 -0.0988 -0.6433
O 1.3851 -1.0675 1.2097 0.2065 0.1291 0.2413 1.5597
O 1.8159 -0.5574 3.6566 0.0097 -0.0064 -0.0670 -0.1088
C 2.2787 -1.0459 4.9764 -0.1041 -0.2695 -0.0259 0.6824
C 3.1589 -0.0099 5.6330 -0.0170 0.0421 0.1040 -1.2739
C 1.0378 -1.3696 5.7711 0.0696 -0.0180 0.0678 -1.4444
O 2.9859 -2.5058 2.5033 0.2562 0.0676 0.0266 -0.3865
C 2.2697 -3.7267 2.0511 0.0348 0.0689 -0.0875 2.5841
C 3.3047 -4.8225 2.0642 -0.0691 -0.0424 -0.0082 -1.6775
C 1.0826 -3.9736 2.9475 -0.0494 -0.1195 -0.0067 -1.1480
O 4.2377 2.3004 0.4500 -0.0224 -0.1919 0.0414 -0.0274
C 5.6736 2.6084 0.4281 -0.0542 -0.0048 -0.1884 0.5332
C 6.4715 1.7215 1.3554 0.0773 0.0519 0.0513 -1.2812
C 5.8446 4.0807 0.7198 0.1234 -0.0458 -0.0141 -1.4459
H 2.0896 5.5405 2.3574 0.0060 0.0314 -0.0012 0.4736
H 2.9302 4.5120 1.1987 -0.0201 -0.0199 -0.0123 0.1461
H 3.8090 5.2014 2.5710 -0.0058 0.0017 0.0367 0.4040
H 1.4877 3.2211 2.8351 0.0377 0.0469 0.0471 -0.4722
H 3.5830 4.0270 4.9020 0.0775 0.0191 -0.0077 0.3457
H 2.1072 3.0883 5.1751 -0.0295 -0.1738 0.0914 0.3170
H 2.0043 4.8024 4.7953 -0.0473 0.0317 0.0184 0.4220
H 4.4496 0.0018 2.8232 0.1294 -0.0146 -0.0486 1.1714
H 4.3718 -0.4595 1.1021 0.0011 -0.0161 -0.0347 0.4854
H 2.8503 -1.9575 4.7828 -0.0512 0.0875 0.0317 0.2917
H 2.5603 0.7684 6.0989 -0.0753 0.1261 -0.0101 0.3090
H 3.8478 0.4634 4.9376 0.0778 -0.0148 -0.0780 0.2293
H 3.7411 -0.4943 6.4163 0.0189 0.0194 0.0344 0.3940
H 0.4276 -0.4775 5.9054 -0.0168 0.0580 -0.0138 0.2933
H 1.3321 -1.7331 6.7557 -0.0044 -0.0136 0.0397 0.4721
H 0.4287 -2.1285 5.2876 -0.0223 -0.0286 -0.0296 0.2298
H 1.9492 -3.5172 1.0288 -0.0150 -0.0200 0.0601 -1.4584
H 3.6644 -5.0076 3.0755 -0.0002 0.0122 0.0497 0.3779
H 4.1516 -4.5714 1.4287 0.0152 0.0271 -0.0341 0.4057
H 2.8544 -5.7404 1.6891 -0.0135 -0.0453 -0.0143 0.3759
H 1.3983 -4.2040 3.9651 0.0348 -0.0098 0.0384 0.3543
H 0.5214 -4.8274 2.5662 0.0018 -0.0281 0.0229 0.4756
H 0.3953 -3.1293 2.9754 -0.0312 0.0793 -0.0484 0.1257
H 5.9353 2.3921 -0.6113 -0.0068 0.0712 0.1433 0.4054
H 6.1590 1.8443 2.3938 -0.0268 0.0252 0.0361 0.2117
H 7.5181 2.0185 1.2968 0.0238 -0.0078 -0.0117 0.5092
H 6.4143 0.6724 1.0761 -0.0201 -0.0601 -0.0290 0.3195
H 5.6358 4.3010 1.7654 0.0131 -0.0312 0.0238 0.1513
H 5.1919 4.6806 0.0906 -0.0323 0.0152 -0.0415 0.3374
H 6.8751 4.3653 0.5109 0.0380 0.0199 -0.0033 0.5661
C -0.2462 3.8880 0.5488 -0.2530 0.1094 -0.0435 -1.4359
As -0.9581 2.5637 -0.6859 0.3758 0.1837 0.0318 1.4769
C -2.8332 2.6741 -0.2236 -0.0387 0.0209 -0.0417 -1.3053
C -0.6467 3.6340 -2.2934 -0.0784 0.0551 -0.0180 -2.2570
C -1.1451 3.1821 -3.6728 -0.0505 -0.0921 0.0398 2.6493
C -0.6489 4.2460 -4.6631 0.0155 0.0298 -0.0376 -2.4280
C -0.5208 1.8462 -4.1173 0.0668 -0.0675 -0.2145 -2.1063
As -0.5685 0.2172 -3.0103 -0.0349 0.0779 0.1898 2.0142
C 0.0249 -1.0318 -4.3771 -0.1127 -0.0294 -0.1097 -1.5707
C -2.4552 -0.2435 -3.0733 -0.0553 -0.0576 -0.0868 -1.1333
C -2.6842 3.1338 -3.6670 -0.0700 0.0291 0.0427 -0.9343
As -3.6496 3.4235 -5.3802 0.0068 0.0017 -0.0554 0.2613
C -5.4108 3.5515 -4.5341 0.0168 0.0245 0.0089 -1.1804
C -3.8622 1.5713 -5.9986 -0.0006 0.0130 -0.0280 -1.0595
H -0.8132 4.8139 0.4095 0.1175 -0.0885 0.0869 0.7668
H 0.8055 4.0579 0.3343 0.0108 -0.0166 -0.0454 0.1027
H -0.3576 3.5222 1.5668 -0.0294 0.0075 -0.0194 0.3636
H -3.1393 3.7157 -0.3439 -0.0631 -0.1194 0.0281 0.5343
H -2.9477 2.3711 0.8170 0.0033 0.0572 -0.0447 0.5234
H -3.4551 2.0273 -0.8378 0.0454 0.0234 -0.0206 0.0886
H 0.4417 3.7351 -2.3114 -0.0138 0.0149 0.0149 0.4504
H -1.0610 4.6254 -2.0723 0.0398 -0.0911 -0.0440 0.7915
H 0.4254 4.3942 -4.5480 0.0497 0.0134 -0.0046 0.5388
H -1.1480 5.2018 -4.4955 -0.0132 0.0239 0.0289 0.4548
H -0.8408 3.9580 -5.6975 -0.0141 -0.0243 0.0208 0.5531
H 0.5410 2.0034 -4.3367 -0.0457 -0.0306 0.0488 0.6014
H -0.9886 1.5323 -5.0592 0.0779 0.0939 0.0652 0.8235
H -0.7249 -1.0188 -5.1736 0.1246 -0.0585 0.0538 0.5475
H 0.0960 -2.0340 -3.9566 -0.0322 0.0128 0.0184 0.3015
H 0.9957 -0.7483 -4.7713 -0.0156 0.0459 0.0006 0.4133
H -2.8466 0.0941 -4.0311 -0.0263 -0.0572 0.0566 0.1055
H -3.0218 0.1847 -2.2494 0.0479 0.0421 -0.0253 0.0735
H -2.5490 -1.3261 -3.0069 0.0309 0.0144 -0.0095 0.5346
H -3.0541 3.9542 -3.0409 0.0222 -0.0002 -0.0549 0.7728
H -3.0576 2.2149 -3.2145 0.0139 0.0048 0.0464 -0.3233
H -5.4956 4.5028 -4.0105 -0.0134 0.0009 0.0038 0.3369
H -5.5715 2.7346 -3.8310 -0.0086 -0.0250 0.0271 0.3254
H -6.1798 3.5140 -5.3036 -0.0130 0.0043 -0.0147 0.4219
H -2.9080 1.1532 -6.3177 0.0103 -0.0155 -0.0065 0.2796
H -4.5247 1.5819 -6.8634 -0.0019 0.0061 -0.0113 0.4866
H -4.3065 0.9405 -5.2301 -0.0310 -0.0085 0.0089 0.2626
C -7.2376 -7.9967 -0.1871 0.0115 -0.0043 0.0257 -1.0960
C -6.2133 -6.9034 -0.3251 -0.1153 -0.0478 0.0177 0.7527
O -5.0303 -7.0751 -0.2624 0.0913 0.0296 -0.0123 -0.5189
S -6.9817 -5.2969 -0.5657 -0.0085 -0.0260 -0.0474 -0.2560
C -5.5643 -4.2461 -0.5211 0.0476 0.1312 0.0625 0.2399
C -4.5248 -4.3983 -1.4316 -0.0674 -0.0750 -0.0618 -0.9060
C -3.4291 -3.5620 -1.3679 0.0311 0.0165 -0.0111 -0.1561
C -3.3581 -2.5519 -0.4044 0.0071 -0.0609 0.0407 0.7090
C -4.4165 -2.3853 0.4863 0.0139 0.0634 -0.0120 -0.1955
C -5.5078 -3.2322 0.4290 -0.0575 -0.0568 -0.0183 -0.8584
C -2.1955 -1.7166 -0.3367 0.2107 0.1857 0.0559 0.4335
C -1.1839 -1.0327 -0.3325 -0.1261 0.1502 0.0405 0.0738
H -7.4657 -8.1131 0.8736 0.0034 -0.0169 -0.0004 0.2891
H -6.8148 -8.9259 -0.5603 -0.0029 -0.0287 0.0033 0.3156
H -8.1607 -7.7580 -0.7108 -0.0265 0.0121 -0.0199 0.3659
H -4.5764 -5.1711 -2.1854 0.0047 -0.0147 0.0146 0.4363
H -2.6220 -3.6876 -2.0800 0.0294 -0.0004 -0.0097 0.5348
H -4.3858 -1.5905 1.2173 -0.0160 -0.0420 -0.0182 0.3980
H -6.3207 -3.1071 1.1305 -0.0273 -0.0123 0.0316 0.4513
N -0.5426 0.8755 1.5957 0.1880 -0.3516 -0.0929 0.7189
C -1.3758 0.3305 2.2089 0.1707 0.3244 -0.2018 0.3159
C -2.4200 -0.2312 2.8795 -0.1388 0.0566 0.0394 0.1082
C -3.7028 0.3047 2.6202 0.0435 0.0135 0.0677 -0.1339
N -4.7220 0.7725 2.3585 -0.2197 0.0849 -0.0488 -0.6420
C -2.2223 -1.3611 3.6976 0.0666 -0.2305 0.1537 0.0077
N -2.0397 -2.2969 4.3453 0.0810 -0.0346 0.0286 -0.6453
O 4.1087 1.6468 -2.3195 0.1642 0.1204 0.1009 -0.6675
Cl 2.9399 0.8989 -2.1041 -0.2928 0.2642 0.6784 1.9113
O 2.5980 0.0944 -3.2130 0.0277 -0.0709 -0.2871 -0.5631
O 1.7932 1.7749 -1.7294 0.2312 -0.1263 -0.5325 -0.6765
O 3.0284 0.0526 -0.8828 0.1253 -0.0514 -0.5598 -0.7605
N 0.4578 -3.0525 -1.3804 -0.1472 0.0467 0.0651 0.0676
C 1.0133 -4.2553 -1.5745 0.1168 0.1174 -0.0232 -0.5458
C 2.3719 -4.0512 -1.7026 -0.1398 0.0055 0.0185 -1.4219
C 2.5366 -2.6703 -1.5542 -0.0185 0.0471 -0.2366 -0.6935
N 1.3654 -2.0645 -1.3648 -0.2890 0.1492 0.3001 1.5673
H -0.5033 -2.8041 -1.1263 0.2338 -0.0269 -0.0483 -0.8190
H 0.4106 -5.1436 -1.6097 -0.0441 -0.1135 0.0009 0.5542
H 3.1306 -4.7872 -1.8839 0.0799 -0.0775 -0.0302 0.5043
H 3.4442 -2.1002 -1.6121 0.0278 0.0307 0.0286 0.5340
```
Positions in Å, forces in eV/Å.